# 1
The following is a DFT calculation (ωB97M-V/def2-TZVPD) of a 16-piece molecular cluster, H32O16 overall in a non-equilibrium geometry.

Element x y z (Å)
O 3.173 0.149 0.822
H 3.607 0.776 0.274
H 3.319 0.566 1.633
O -0.092 0.181 0.056
H 0.492 -0.571 0.110
H -0.097 0.417 -0.811
O 1.207 2.621 -0.257
H 1.084 1.755 0.095
H 1.131 2.504 -1.189
O 3.222 1.020 -2.062
H 2.315 0.853 -2.331
H 3.528 0.158 -1.768
O 1.296 -3.720 1.648
H 2.043 -3.307 2.112
H 1.117 -3.163 0.896
O -1.402 -2.788 1.308
H -0.944 -3.632 1.226
H -0.807 -2.288 1.858
O -2.820 -0.462 -0.222
H -1.924 -0.197 -0.232
H -3.126 -0.108 -1.058
O 1.472 -1.891 -0.481
H 2.346 -1.825 -0.906
H 0.886 -2.325 -1.138
O -1.713 1.096 -3.657
H -1.757 1.276 -2.728
H -1.787 1.894 -4.154
O 1.095 1.527 2.599
H 0.437 2.082 2.223
H 1.931 2.025 2.583
O 0.811 0.299 -3.107
H -0.102 0.400 -3.419
H 0.993 -0.573 -3.358
O -2.329 0.527 2.644
H -1.468 0.054 2.605
H -2.984 -0.168 2.486
O -1.812 2.352 -1.093
H -1.781 3.248 -1.494
H -2.628 2.359 -0.626
O -1.046 -2.471 -1.615
H -1.334 -2.413 -0.712
H -1.791 -2.107 -2.027
O -0.155 -1.210 3.050
H 0.338 -0.417 2.774
H 0.525 -1.685 3.553
O -1.330 2.718 1.444
H -1.761 1.994 1.895
H -1.388 2.467 0.535

spin multiplicity	1
energy	-33280.40847	eV
energy relative to the best compared isomer or geometry (same formula, charge and spin)	4.525	eV
frontier orbital gap	10.2	eV

Mulliken atomic charge list, values in e, 5 entries: number 1, O, carries -0.509; number 2, H, carries 0.304; number 3, H, carries 0.191; number 4, O, carries 0.263; number 5, H, carries 0.225

=====

# 2
The following is a DFT calculation (ωB97M-V/def2-TZVPD) of a 16-piece molecular cluster, H32O16 overall in a non-equilibrium geometry.

Element x y z (Å)
O -6.483 -4.190 9.365
H -7.027 -4.512 10.098
H -5.709 -4.803 9.485
O -6.163 -7.125 5.448
H -5.442 -6.545 5.270
H -6.730 -6.607 6.013
O -4.801 -4.691 6.886
H -5.698 -4.656 6.663
H -4.635 -5.565 7.213
O -7.554 -10.616 10.806
H -7.441 -10.407 11.738
H -8.481 -10.468 10.729
O -4.802 -6.106 10.010
H -3.962 -6.488 10.010
H -5.212 -6.255 10.851
O -6.598 -8.149 8.615
H -6.067 -7.337 8.809
H -6.063 -8.914 8.850
O -5.270 -9.639 6.421
H -4.657 -9.357 5.747
H -5.891 -8.937 6.623
O -9.296 -9.727 8.644
H -8.488 -9.992 8.161
H -8.964 -8.890 8.999
O -7.496 -5.549 7.171
H -8.049 -4.996 6.582
H -7.534 -5.030 7.980
O -8.740 -7.048 9.751
H -7.856 -7.408 9.529
H -8.861 -6.991 10.693
O -3.706 -7.017 7.214
H -2.860 -6.593 7.250
H -3.718 -7.472 6.380
O -7.345 -11.235 7.088
H -7.683 -11.096 6.222
H -6.542 -10.688 7.062
O -5.347 -10.831 9.165
H -5.832 -11.061 9.936
H -4.884 -11.597 8.769
O -4.541 -9.558 11.576
H -4.940 -8.712 11.637
H -4.487 -9.643 10.659
O -9.209 -7.845 6.268
H -8.427 -7.502 6.692
H -9.835 -7.462 6.797
O -2.736 -9.322 9.017
H -3.304 -9.058 8.309
H -1.893 -9.436 8.635

spin multiplicity	1
energy	-33279.85487	eV
energy relative to the best compared isomer or geometry (same formula, charge and spin)	5.079	eV
frontier orbital gap	9.3	eV

Mulliken atomic charge list, values in e, 5 entries: number 1, O, carries -0.720; number 2, H, carries 0.284; number 3, H, carries 0.492; number 4, O, carries -0.666; number 5, H, carries 0.323

=====

# 3
The following is a DFT calculation (ωB97M-V/def2-TZVPD) of a 16-piece molecular cluster, H32O16 overall in a non-equilibrium geometry.

Element x y z (Å)
O -1.403 -6.102 4.870
H -0.491 -5.930 4.659
H -1.880 -5.423 5.257
O 2.675 -10.611 6.586
H 2.306 -10.741 5.733
H 2.281 -11.321 7.172
O -0.727 -9.298 1.304
H -1.047 -8.478 1.743
H -1.506 -9.652 0.869
O -0.163 -11.454 2.756
H 0.089 -12.029 2.024
H -0.528 -10.691 2.298
O 0.182 -9.955 7.750
H 1.006 -10.036 8.266
H 0.184 -10.477 6.961
O -0.940 -7.259 7.597
H -1.232 -7.086 6.697
H -0.590 -8.132 7.627
O 0.112 -11.539 5.564
H -0.819 -11.547 5.866
H 0.000 -11.723 4.616
O 2.150 -10.525 3.762
H 1.463 -10.958 3.257
H 2.848 -11.153 3.826
O -2.960 -9.679 3.435
H -3.189 -10.285 4.112
H -2.277 -9.179 3.862
O 3.627 -8.230 4.388
H 3.798 -7.843 3.504
H 3.007 -8.903 4.147
O 1.228 -6.940 3.154
H 0.426 -7.453 3.233
H 1.245 -6.791 2.176
O 1.681 -7.631 6.094
H 2.325 -7.716 5.358
H 1.813 -8.435 6.530
O -2.430 -10.307 6.310
H -2.713 -9.443 6.621
H -3.308 -10.650 6.176
O -0.446 -8.871 4.516
H -0.255 -9.654 5.002
H 0.269 -8.340 4.857
O 1.087 -4.915 5.757
H 1.402 -5.812 5.822
H 0.413 -4.737 6.422
O -1.438 -6.870 2.246
H -0.981 -6.147 1.864
H -1.603 -6.698 3.155

spin multiplicity	1
energy	-33280.93166	eV
energy relative to the best compared isomer or geometry (same formula, charge and spin)	4.002	eV
frontier orbital gap	10.5	eV

Mulliken atomic charge list, values in e, 5 entries: number 1, O, carries -0.750; number 2, H, carries 0.442; number 3, H, carries 0.261; number 4, O, carries -0.640; number 5, H, carries 0.307

=====

# 4
The following is a DFT calculation (ωB97M-V/def2-TZVPD) of a 16-piece molecular cluster, H32O16 overall in a non-equilibrium geometry.

Element x y z (Å)
O -0.847 -1.652 0.621
H -0.485 -1.711 1.455
H -0.196 -1.461 -0.058
O 0.548 -2.097 2.893
H 1.346 -2.492 3.332
H 0.473 -1.340 3.460
O -1.598 4.839 -1.775
H -1.393 3.919 -1.947
H -1.461 5.134 -2.720
O -0.590 -4.434 -1.139
H -0.023 -5.187 -0.992
H -0.914 -4.532 -0.249
O 4.534 -2.384 -0.462
H 4.436 -1.534 -0.940
H 3.647 -2.672 -0.292
O -2.639 -1.253 3.856
H -2.648 -1.470 2.932
H -2.660 -2.184 4.194
O -2.901 -3.158 -4.798
H -2.788 -3.145 -3.870
H -3.154 -2.235 -4.906
O 4.934 3.083 -1.479
H 4.700 3.229 -2.408
H 5.132 2.135 -1.307
O 3.176 1.252 0.130
H 2.531 1.417 0.804
H 3.310 0.371 0.395
O -0.892 0.323 -3.109
H -0.696 -0.647 -2.925
H -0.800 0.737 -2.289
O 1.365 0.088 3.853
H 1.955 0.569 3.282
H 0.756 0.740 4.220
O -0.158 1.841 -1.155
H 0.771 1.773 -0.991
H -0.554 1.557 -0.353
O 1.457 -2.021 -3.322
H 0.583 -2.286 -3.664
H 1.594 -1.395 -4.107
O -1.558 2.123 3.697
H -1.672 1.615 4.578
H -2.217 1.549 3.271
O -4.604 2.867 -0.131
H -4.757 3.658 -0.720
H -4.174 2.211 -0.654
O -0.080 1.433 1.544
H -0.256 0.662 2.153
H -0.535 2.166 2.094

spin multiplicity	1
energy	-33277.95211	eV
energy relative to the best compared isomer or geometry (same formula, charge and spin)	6.982	eV
frontier orbital gap	10.4	eV

Mulliken atomic charge list, values in e, 5 entries: number 1, O, carries -0.542; number 2, H, carries 0.303; number 3, H, carries 0.269; number 4, O, carries -0.702; number 5, H, carries 0.282

=====

# 5
The following is a DFT calculation (ωB97M-V/def2-TZVPD) of a 17-piece molecular cluster, H34O17 overall in a non-equilibrium geometry.

Element x y z (Å)
O 0.230 2.697 -0.429
H 1.071 3.158 -0.430
H -0.462 3.347 -0.477
O -2.597 -0.549 0.804
H -1.654 -0.388 0.886
H -2.804 0.135 0.150
O 1.031 3.739 2.476
H 0.215 3.504 2.887
H 1.150 3.143 1.777
O -0.622 -3.319 -3.052
H -0.757 -2.555 -2.482
H -0.959 -4.072 -2.559
O -2.816 1.439 -0.795
H -2.171 1.360 -1.509
H -2.949 2.364 -0.895
O -1.244 -0.781 -2.114
H -2.171 -0.672 -1.965
H -0.901 -0.229 -2.803
O 2.889 0.512 -0.640
H 2.589 0.673 0.253
H 3.852 0.472 -0.534
O -0.379 1.792 -2.792
H 0.288 1.132 -3.056
H -0.026 2.310 -2.064
O 1.501 -2.040 -1.519
H 0.834 -2.350 -0.884
H 2.164 -1.696 -0.928
O -0.023 0.004 0.244
H 0.235 0.908 0.107
H -0.210 -0.378 -0.602
O -0.803 -2.357 2.590
H -0.705 -2.345 1.610
H -1.677 -2.718 2.730
O -1.786 2.115 1.877
H -1.975 3.015 2.212
H -1.668 2.351 0.991
O -0.059 0.167 3.436
H -0.250 -0.702 3.123
H -0.695 0.812 3.101
O 1.785 -1.853 1.374
H 1.873 -1.811 2.319
H 1.298 -1.108 1.067
O -0.416 -3.312 -0.015
H -0.227 -4.174 0.401
H -1.255 -3.322 -0.450
O 1.430 -0.130 -3.569
H 1.255 -0.685 -2.793
H 2.330 -0.289 -3.751
O 2.077 1.186 2.028
H 1.305 0.841 2.482
H 2.851 0.641 2.161

spin multiplicity	1
energy	-35360.45377	eV
energy relative to the best compared isomer or geometry (same formula, charge and spin)	1.558	eV
frontier orbital gap	9.9	eV

Mulliken atomic charge list, values in e, 5 entries: number 1, O, carries -0.681; number 2, H, carries 0.278; number 3, H, carries 0.306; number 4, O, carries -0.770; number 5, H, carries -0.131

=====

Number 1: LUMO energy -0.210 eV. Number 2: LUMO energy -0.485 eV. Number 3: LUMO energy 0.038 eV. Number 4: LUMO energy -0.420 eV. Number 5: LUMO energy -0.510 eV.